*P*
An isolated ion of composition C6H8N and charge +1, computed with ωB97M-V/def2-TZVPD.

Results
HOMO-LUMO gap: 0.315 Ha
LUMO: -5.319 eV
net charge: +1

```
15
C6H8N | OMol25 | ωB97M-V/def2-TZVPD
C -0.921 0.084 -3.066
C 0.335 0.546 3.884
H -1.621 -0.768 -2.997
C 0.389 -0.361 -1.076
H 1.158 0.287 4.698
H -1.443 0.932 -2.584
H 1.250 0.916 0.152
H 1.098 -0.944 -2.921
C 0.071 -0.336 1.553
H -0.748 0.256 -4.139
C 0.259 -0.595 -2.306
C 0.550 0.152 0.274
H -0.417 1.352 4.240
N 0.294 -0.026 2.798
H -0.253 -1.495 1.490
```

Atom charges from the Mulliken analysis, given in e for atoms 1 to 2: -0.87 -0.17

***

*Q*
An isolated ion of composition C6H8N and charge +1, computed with ωB97M-V/def2-TZVPD.

Results
HOMO-LUMO gap: 0.371 Ha
SMILES: C1=C[C@@]23C[C@H]2C[N@H+]13
LUMO: -3.802 eV
net charge: +1

```
15
C6H8N | OMol25 | ωB97M-V/def2-TZVPD
H 2.007 1.482 -1.449
C 0.939 1.525 0.533
H 0.653 -1.072 1.473
H 1.108 -1.537 -0.984
H -0.685 -1.576 -1.149
C -1.399 -0.155 1.055
C -0.323 0.781 0.553
H -1.626 -0.123 2.097
C 1.189 1.282 -0.752
C 0.197 -1.055 -0.678
N 0.151 0.403 -0.999
C -0.130 -0.836 0.723
H -0.171 0.571 -1.923
H 1.325 2.201 1.368
H -2.121 -0.410 0.240
```

Atom charges from the Mulliken analysis, given in e for atoms 1 to 2: 0.42 -0.42

***

Short version: *P*, *Q*, most stable first.

***

*P*
An isolated ion of composition C6H8N and charge +1, computed with ωB97M-V/def2-TZVPD.

Results
HOMO-LUMO gap (alpha / beta): 0.330 / 0.346 Ha
SMILES: CC1=[N+](C)CC#C1
LUMO (alpha / beta): -6.288 / -6.016 eV
net charge: +1

```
15
C6H8N | OMol25 | ωB97M-V/def2-TZVPD
N -0.199 -0.049 -0.417
C 0.408 -0.752 -1.569
H 0.343 -0.236 -2.439
C 1.874 -0.444 -0.042
H 1.263 -0.237 2.564
H 1.107 1.379 1.949
C 0.573 0.468 1.924
H -0.118 -1.630 -1.565
H -1.545 1.506 -0.199
C -1.539 0.382 -0.492
C 1.808 -1.063 -1.134
H -1.854 0.236 -1.502
H -0.480 0.489 2.367
C 0.663 0.063 0.563
H -2.305 -0.113 -0.009
```

Atom charges from the Mulliken analysis, given in e for atoms 1 to 2: 0.07 -0.45

***

*Q*
An isolated ion of composition C6H8N and charge +1, computed with ωB97M-V/def2-TZVPD.

Results
HOMO-LUMO gap: 0.279 Ha
SMILES: C#C/C=C/C[NH+]=C
LUMO: -5.384 eV
net charge: +1

```
15
C6H8N | OMol25 | ωB97M-V/def2-TZVPD
H 3.903 0.800 -0.526
C -0.488 0.181 -0.055
N 1.927 0.325 -0.227
C -1.706 -0.133 0.308
H 1.016 -0.630 1.393
H 3.504 -0.547 0.584
C -3.025 0.100 -0.189
C -4.197 0.130 -0.330
C 3.175 0.208 -0.022
H -0.355 1.035 -0.804
H 0.904 -1.376 0.034
H -1.774 -0.939 1.023
H -5.191 0.087 -0.731
H 1.500 1.151 -0.833
C 0.808 -0.394 0.377
```

Atom charges from the Mulliken analysis, given in e for atoms 1 to 2: 0.27 -0.12

***

Short version: *Q*, *P*, most stable first.

***

*P*
C18H16F6N5O3S3SbV as an isolated structure, computed with ωB97M-V/def2-TZVPD.

Results
HOMO-LUMO gap (alpha / beta): 0.224 / 0.251 Ha
LUMO (alpha / beta): -2.240 / -1.528 eV
2S+1: 2

```
53
C18H16F6N5O3S3SbV | OMol25 | ωB97M-V/def2-TZVPD
N -0.958 -1.152 -1.572
O 1.011 0.728 1.201
V -0.160 0.068 0.031
S -1.493 -2.147 -3.946
O 0.615 -1.677 0.260
H 0.541 -1.871 4.860
H 4.327 -0.015 4.127
H -5.045 -0.057 1.099
H -0.867 0.440 -5.299
H -3.419 -1.258 -5.081
C 1.854 -4.208 0.689
C 1.490 0.158 2.315
C 0.292 -2.664 -0.548
N -4.413 0.434 0.490
C -2.341 -1.148 -5.196
F 0.970 1.124 -3.827
F 2.157 3.497 -3.251
H 3.134 -5.621 1.635
Sb 1.863 1.887 -2.354
H -1.410 -1.222 3.541
C 2.491 -1.020 4.623
C 0.660 -0.667 3.091
C 1.057 -6.315 -0.963
H -2.043 -1.531 -6.172
C 1.183 -1.241 4.257
H 3.409 1.048 2.071
C 0.520 -5.058 -1.132
F 3.446 1.048 -2.878
O 2.302 -3.252 1.532
H -0.214 -4.869 -1.903
C -1.458 -0.887 -2.738
H 1.860 -2.415 1.307
F 2.669 2.490 -0.771
S -2.039 1.415 -0.200
S -2.050 0.670 -3.241
F 1.359 0.221 -1.380
H -2.546 0.988 -5.538
H -4.765 1.140 -0.127
F 0.195 2.460 -1.638
N -1.278 -0.464 1.668
C 2.003 -6.521 0.040
C -1.905 0.287 -5.004
H 0.750 -7.130 -1.603
C 2.398 -5.482 0.855
C -3.085 0.337 0.712
C -0.743 -0.829 2.778
C 2.806 0.404 2.697
N -0.546 -2.491 -1.508
C 3.299 -0.191 3.838
N -2.653 -0.514 1.588
C 0.901 -3.987 -0.316
H 2.892 -1.483 5.513
H 2.437 -7.503 0.182
```

Atom charges from the Mulliken analysis, given in e for atoms 1 to 2: 0.41 -0.09

***

*Q*
C18H16F6N5O3S3SbV as an isolated structure, computed with ωB97M-V/def2-TZVPD.

Results
HOMO-LUMO gap (alpha / beta): 0.225 / 0.246 Ha
LUMO (alpha / beta): -2.214 / -1.660 eV
2S+1: 2

```
53
C18H16F6N5O3S3SbV | OMol25 | ωB97M-V/def2-TZVPD
H 3.956 2.731 -0.809
C -2.278 -4.367 0.066
S 3.667 -1.596 -1.369
C 4.880 0.615 1.667
C 1.452 2.004 -0.336
H -3.754 3.248 -0.400
F -0.145 1.311 3.026
C -1.003 -2.242 -0.166
C -3.444 -2.252 0.262
N 0.091 -2.799 -0.521
F -0.737 -1.056 2.684
F 1.311 -0.639 4.358
Sb -0.465 -0.049 4.382
H 4.474 -3.273 -2.898
H 4.672 -5.125 -1.314
H 1.595 2.777 -1.086
H -0.434 -4.533 -0.350
C -4.641 -4.310 0.504
C -1.892 2.422 -0.247
C 2.619 1.463 0.299
H -5.567 -4.841 0.682
N -2.881 3.105 -0.872
N 1.140 -1.927 -0.784
V -0.380 0.243 1.147
C -3.483 -5.029 0.302
S 2.485 -4.280 -0.887
S -2.354 1.547 1.192
N -0.702 2.480 -0.763
O -1.186 -5.123 -0.133
C -2.255 -2.960 0.050
C 4.292 -4.175 -0.941
F -2.268 0.455 4.183
C 3.878 1.983 -0.030
O -1.092 -0.901 0.045
C 4.668 -3.024 -1.855
C 2.244 -2.542 -0.965
H -5.543 -2.357 0.643
H -2.624 3.732 -1.616
F -0.111 1.180 5.741
H -3.416 -1.171 0.261
C 2.521 0.488 1.305
H 5.716 -2.749 -1.742
C -4.632 -2.915 0.481
H 5.972 1.968 0.396
C 3.656 0.074 2.005
H -3.476 -6.110 0.317
H 4.670 -4.009 0.067
C 5.003 1.557 0.644
H 3.541 -0.656 2.793
H 5.762 0.299 2.210
O 1.351 -0.052 1.601
N 0.222 1.717 -0.056
F -0.989 -1.474 5.465
```

Atom charges from the Mulliken analysis, given in e for atoms 1 to 2: 0.40 0.27

***

Short version: *P*, *Q*, most stable first.